# 1
DFT (ωB97M-V/def2-TZVPD) results for 8 unconnected molecules or ions with the total composition C31H74ClO14P in a non-equilibrium geometry.

```
121
Properties=species:S:1:pos:R:3
Cl -2.6623 4.3750 -4.8775
P -2.9915 0.5111 -3.1091
O 0.8509 -0.1285 -2.9757
O 9.5056 2.8287 1.8540
O -3.1004 -1.4785 1.4967
O 2.0670 0.4038 -4.7724
O -5.9153 -1.7490 -5.4630
O 0.3988 2.1121 2.6092
O -0.1005 1.6407 -2.1376
O -7.0673 -0.9692 -8.0727
O 7.5373 2.6297 6.4787
O -6.4379 -0.0490 3.0689
O -3.5519 -2.8957 -3.3587
O 6.1015 -1.4783 5.1406
O -1.5748 -1.8977 -2.6159
O -4.0321 3.6085 -2.8211
C -0.1636 0.8391 -2.9533
C 6.8124 2.4614 4.1843
C 1.4821 2.5166 1.7677
C 6.7522 1.8478 5.5735
C 5.3219 1.7658 6.0821
C -2.2261 -2.5610 -3.6568
C 1.3605 -0.3426 -4.2462
C -2.4391 -0.5056 2.3076
C -4.5801 -2.2337 -5.5438
C -7.7124 0.9568 4.8516
C 7.1327 -2.4624 5.2149
C -1.3126 0.7609 -3.9369
C 0.9287 -1.6153 -4.9700
C -3.1210 0.8413 2.1450
C -6.9961 -0.2918 4.3611
C 10.4440 1.0448 3.1821
C 11.4078 1.6587 0.9453
C -2.4502 -0.9577 3.7598
C -8.5154 0.5403 -9.2721
C -7.9416 -1.4814 4.2957
C 2.7805 2.4867 2.5600
C -3.7652 1.8358 -4.3245
C -7.7542 -0.7745 -9.3131
C 7.7604 -2.4422 6.6005
C -3.6128 3.2375 -3.8239
C 6.5584 -3.8325 4.8886
C -4.2698 -3.3231 -4.5021
C -8.6853 -1.9481 -9.5720
C 10.1403 1.5519 1.7794
C 1.5521 1.6073 0.5512
C -2.3555 -0.8690 -1.9802
H -7.1620 0.1569 2.4660
H -3.4770 -1.0704 4.1198
H -1.4089 -0.4423 1.9510
H -9.2071 -1.8356 -10.5233
H -8.7600 -1.2862 3.5968
H -8.1256 -2.8846 -9.5899
H 0.3185 -2.2646 -4.3374
H 2.3585 1.9044 -0.1214
H 2.7121 3.1364 3.4347
H 7.8428 2.5224 3.8352
H 1.7171 0.5683 0.8556
H -7.4174 -2.3677 3.9348
H -4.1673 0.7789 2.4545
H -4.0147 -1.5468 1.7994
H -6.2295 -1.7079 -6.3751
H 10.9117 0.0587 3.1534
H 5.7725 -4.1011 5.6003
H 2.9852 1.4768 2.9286
H 9.5295 0.9795 3.7734
H -1.6722 -3.5059 -3.8086
H 11.1144 1.7327 3.7052
H -3.1152 1.1518 1.0980
H -3.8086 -4.1942 -4.9969
H -1.3460 1.7354 -4.4352
H -4.8392 1.6085 -4.3681
H -3.3979 1.6945 -5.3478
H -7.8354 1.3708 -9.0774
H 0.5743 1.2087 2.8977
H -2.6253 1.6122 2.7379
H 6.1044 -3.8307 3.8965
H 7.1895 0.8496 5.5512
H -9.2536 0.5347 -8.4652
H 1.2714 3.5386 1.4490
H 3.6247 2.8114 1.9491
H 12.1086 2.3668 1.3969
H -8.3673 -1.7029 5.2757
H 0.6163 1.6331 0.0014
H 10.1163 3.4389 2.2840
H -2.1118 -1.9805 -4.5930
H -7.0252 1.8034 4.8859
H -3.1983 -1.3257 -1.4392
H -8.1314 0.8067 5.8479
H 4.7024 1.1572 5.4211
H -9.0324 0.7262 -10.2145
H 5.4292 -1.7020 5.7950
H 11.9036 0.6907 0.8525
H -9.4292 -2.0344 -8.7750
H 7.8819 -2.1917 4.4687
H -8.5234 1.2294 4.1702
H -1.7247 -0.4346 -1.1909
H 0.3455 -1.3494 -5.8580
H -1.1496 0.0436 -4.7477
H -3.9041 -1.3691 -5.4808
H -1.9660 -1.9308 3.8619
H -7.7274 -1.0088 -7.3683
H -1.9332 -0.2411 4.4012
H -4.0420 -0.3503 -3.5344
H 4.8770 2.7628 6.1562
H 6.4189 3.4828 4.1919
H 11.1775 2.0300 -0.0544
H -3.2657 1.3417 -1.9813
H 7.1588 3.5160 6.5066
H -5.2331 -3.6879 -4.1290
H 7.0124 -2.6665 7.3664
H 9.4352 0.8776 1.2907
H 1.8115 -2.1542 -5.3199
H 8.1610 -1.4522 6.8251
H 6.2363 1.8724 3.4681
H 8.5684 -3.1716 6.6798
H -6.1626 -0.5220 5.0270
H 7.3310 -4.6029 4.9174
H -4.3917 -2.6680 -6.5381
H -6.9924 -0.7326 -10.0924
H 5.2960 1.3312 7.0835
```

E_LUMO = 0.43 eV
HOMO-LUMO gap = 0.330 hartree
Maximum force = 4.6 eV Å⁻¹

---

# 2
DFT (ωB97M-V/def2-TZVPD) results for 9 unconnected molecules or ions with the total composition C31H75N5O13 in a non-equilibrium geometry.

```
124
Properties=species:S:1:pos:R:3
O -8.2247 -19.4534 -3.4892
O -7.0490 -21.0488 -0.5234
O -1.7574 -22.2640 2.4723
O 0.5413 -21.6297 6.9681
O 1.2956 -15.0780 4.6490
O -9.2802 -16.9486 -0.3644
O -6.3880 -15.6059 -1.9102
O -1.1405 -19.1872 -0.2954
O -3.4673 -18.2607 3.5218
O -4.2642 -16.5351 1.3484
O 2.7250 -19.1071 7.1846
O 1.6588 -13.7801 -0.0291
O -9.0380 -14.2123 5.9433
N 1.3559 -15.3976 1.4851
N -0.3344 -15.6147 6.0604
N -6.9462 -14.9692 5.3730
N -1.4584 -20.4158 -2.0904
N 0.1497 -23.1107 2.0697
C -8.4031 -16.4100 -1.3233
C -2.4719 -17.7422 2.7206
C -0.1635 -17.0146 6.2075
C -5.9444 -21.2965 0.3006
C 2.0300 -21.4893 6.9520
C -6.6014 -20.4442 -1.7302
C -0.7846 -22.8407 2.9079
C 2.6226 -13.3969 2.1448
C 2.6654 -20.3687 7.9059
C -0.0456 -20.5418 6.3539
C -0.6856 -23.3562 4.3156
C -3.5841 -19.6664 3.4992
C 0.4149 -14.7183 5.4552
C -7.2607 -18.6640 -4.1270
C -8.2432 -14.9300 5.2403
C -8.7893 -15.6667 4.0764
C 1.4354 -23.7890 2.3602
C -0.0078 -13.1982 5.5564
C -3.0940 -17.3642 1.3242
C -8.8642 -18.2969 0.1382
C -7.1764 -15.7793 -0.6679
C -1.2448 -19.2205 -1.4731
C 3.4201 -18.1281 7.8750
C -4.9704 -15.3426 -1.6372
C -1.0273 -18.0062 -2.3460
C -7.5789 -20.6671 -2.8530
C -5.8237 -15.8083 4.7808
C 0.6040 -16.3336 0.7588
C -1.9275 -21.6573 -1.4188
C -3.8920 -15.2550 1.7236
C 1.8546 -14.2122 1.1107
H -1.6263 -20.3567 -3.0846
H -0.2272 -17.1556 7.2865
H -9.7960 -15.3225 3.8394
H -3.1823 -15.2853 2.5503
H -3.4773 -18.2458 0.8103
H 1.5146 -15.7143 2.4310
H 0.0041 -22.8173 1.1142
H -1.9127 -22.5861 -1.9890
H -4.5801 -16.2472 -1.1710
H -1.9043 -16.8697 3.0441
H -0.2069 -15.9046 0.1702
H -6.8858 -19.2908 -4.9361
H -0.8701 -17.6010 5.6202
H -3.3815 -14.7776 0.8872
H -9.1680 -18.9720 -0.6618
H -6.7001 -14.2146 5.9977
H -0.8433 -20.0854 6.9399
H 3.8144 -17.3460 7.2261
H -7.7902 -18.3100 0.3241
H -0.4744 -24.4196 4.4281
H -3.2809 -20.0453 2.5232
H -0.0628 -12.9782 6.6225
H -1.5108 -22.9191 4.8779
H -9.4309 -18.6489 1.0002
H -5.5771 -16.6755 5.3933
H -6.9938 -21.2073 -3.5974
H -2.9061 -21.5781 -0.9454
H -4.6001 -15.1263 -2.6393
H 1.9459 -12.8315 2.7854
H 0.7365 -12.5270 5.1279
H 0.8057 -17.4787 6.0245
H -6.3947 -18.3278 -3.5567
H -8.2577 -21.3912 -2.4024
H -0.6516 -21.0173 5.5827
H -8.8128 -16.7009 4.4199
H -8.9584 -15.7133 -1.9513
H 1.9444 -20.2047 8.7067
H 4.1872 -18.4374 8.5849
H -6.1074 -22.0142 1.1046
H 0.5650 -19.8187 5.8130
H -4.8341 -15.3821 4.9456
H -1.3083 -22.0206 -0.5985
H -1.6627 -18.4571 2.5717
H -2.3891 -16.9430 0.6074
H -4.8183 -14.4370 -1.0500
H 3.1187 -14.0750 2.8392
H 1.3811 -16.8497 0.1950
H -6.7642 -16.4319 0.1017
H -0.8294 -15.2192 6.8470
H -1.6089 -18.1157 -3.2614
H 3.2681 -12.6597 1.6674
H -7.7428 -17.7476 -4.4675
H -1.1672 -17.0576 -1.8276
H 0.3504 -17.1407 1.4460
H -5.7313 -20.4077 0.8945
H 1.4411 -24.3607 3.2882
H -3.0016 -20.1045 4.3097
H 2.7135 -17.6384 8.5451
H 1.6546 -24.4492 1.5210
H -4.8295 -14.7233 1.8866
H -5.0684 -21.6518 -0.2420
H -5.6641 -20.9141 -2.0284
H -7.3852 -14.9342 -0.0120
H -5.9320 -16.1366 3.7471
H 2.2232 -23.0452 2.4796
H 0.2300 -22.9456 4.7411
H -8.1674 -17.1647 -2.0736
H 2.3888 -21.3959 5.9270
H -4.6001 -20.0037 3.7043
H -6.3726 -19.4079 -1.4816
H -1.0295 -13.0320 5.2151
H 3.6660 -20.5542 8.2964
H 2.4118 -22.4567 7.2785
H -8.2238 -15.5150 3.1570
H 0.0389 -17.9835 -2.5716
```

Relative energy (zero: lowest compared OMol25 entry of this formula, charge and spin) = 4.680 eV
E_LUMO = 0.17 eV
HOMO-LUMO gap = 0.337 hartree
Maximum force = 5.2 eV Å⁻¹

---

# 3
DFT (ωB97M-V/def2-TZVPD) results for a molecular structure, C31H76BF4N5Na2O13 in a non-equilibrium geometry.

```
132
Properties=species:S:1:pos:R:3
Na -1.4660 -4.7660 0.1355
Na 0.3410 -2.6927 -3.2142
F 0.6314 -0.8995 0.3851
F -0.5927 -1.6936 -1.3505
F -1.1193 -2.2611 0.9115
F 0.6447 -3.1642 -0.1462
O -2.6966 1.3733 -1.4413
O -2.5432 6.3252 -0.9230
O 2.1732 3.3617 0.0552
O -1.7015 -2.0729 -4.3437
O -0.8333 -5.3851 2.4574
O 1.8218 1.3039 4.5476
O -5.6880 -2.8819 1.1592
O -0.6320 -4.8523 -2.2442
O 0.4314 -6.6043 -3.1709
O 3.1222 1.8051 -3.6490
O 4.0573 -2.7547 3.5444
O 5.4165 2.1774 -0.1352
O -0.6989 -6.8230 -1.2441
N 0.4287 2.7352 2.1164
N -3.5422 -4.9643 1.5396
N 3.9755 0.1664 2.5638
N 0.6852 -0.0029 -3.9409
N -3.5345 4.0094 -2.7208
C -3.7360 -3.7304 2.3136
C -0.3525 -6.0622 -2.1776
C 0.0419 2.4492 0.7141
C 2.7080 0.7945 -2.7436
C 2.9718 -1.8562 3.6578
C -2.0575 5.8754 -2.1797
C 5.2367 1.8706 1.2397
C -2.1966 4.3513 -2.2530
C -3.7919 2.6296 -3.1313
C -0.7742 0.1822 -3.9902
C 0.5065 1.7734 4.3864
C -3.1625 -6.0746 2.4209
C 1.2024 0.7824 -2.7897
C 4.1091 0.8244 1.2650
C 2.3636 1.6762 5.7797
C -4.3040 -2.6602 1.3997
C -2.4328 7.7173 -0.8063
C 2.8977 4.2213 -0.8043
C 0.3181 -5.0258 3.2134
C -1.9130 -5.8110 3.2801
C 6.3943 3.1687 -0.3373
C -1.3770 -0.8369 -4.9684
C -2.6825 0.2921 -0.5383
C -0.0335 1.6422 2.9892
C 2.9845 -0.8878 2.4772
C 0.7843 3.4153 -0.1894
C 4.0279 -3.7683 4.5023
C -3.9378 1.5741 -2.0582
C 4.4701 1.6969 -4.0431
C -6.1533 -1.9822 0.1993
C -2.6426 -2.7582 -5.1518
B -0.1130 -1.9839 -0.0366
H -1.0127 2.6461 0.5006
H 6.1675 1.5149 1.6921
H -2.9902 8.2705 -1.5701
H 3.2367 -0.1631 -2.8331
H 0.4948 -7.5299 -2.8920
H -2.8466 -3.7231 -4.7001
H 2.0193 -2.3966 3.6462
H -4.3749 -3.8966 3.1936
H 1.9640 -0.4853 2.4354
H 7.3833 2.8556 0.0225
H -2.6023 6.3578 -2.9923
H -2.7920 -3.3663 2.7231
H -2.1698 -2.9739 -6.1251
H -4.7271 2.6298 -3.7040
H 4.6644 2.3384 -4.8999
H 0.3060 1.4322 0.4046
H -0.9932 6.1129 -2.2824
H 1.4392 2.6540 1.9841
H 0.8592 1.8219 -2.7522
H -3.5118 -2.1935 -5.4991
H 0.3775 4.4293 -0.0601
H -4.1934 4.2224 -1.9765
H -2.8066 7.9794 0.1825
H 0.0993 -4.5195 4.1579
H -5.5793 -2.0665 -0.7353
H 6.4692 3.3182 -1.4150
H 3.5744 0.8417 3.2089
H -1.1622 -0.0007 -2.9902
H 3.0462 1.0968 -1.7357
H 4.3061 0.0917 0.4831
H 1.0884 0.4042 -4.7802
H 4.8921 2.7680 1.7727
H 3.8268 -3.4233 5.5267
H -1.5265 4.0383 -3.0628
H 4.9946 -4.2671 4.5665
H -3.5555 0.3540 0.1251
H 3.2547 -4.5102 4.2641
H -4.2986 0.6320 -2.5141
H 0.5726 3.2060 -1.2467
H 3.1810 1.3512 1.0080
H 0.7150 0.3602 -1.9069
H -6.0665 -0.9294 0.5039
H -1.5673 -6.7555 3.7108
H 6.1453 4.1074 0.1720
H -4.7672 1.7565 -1.3529
H 3.4496 1.5574 5.8101
H -1.9010 3.8017 -1.3561
H -3.0659 2.3196 -3.8864
H 0.8359 -5.9526 3.4702
H 3.0438 -1.2983 4.5989
H -2.3033 -0.4220 -5.3822
H 2.1939 2.7161 6.0741
H 2.9401 3.8742 -1.8420
H -1.1186 1.7577 2.9860
H 3.0163 -1.5095 1.5800
H 3.8871 4.2685 -0.3491
H -0.2489 1.4210 5.1027
H -2.7421 -0.7395 -0.9054
H 0.4450 2.8506 4.6135
H 4.7181 0.6657 -4.3156
H -0.9910 1.1933 -4.3507
H -2.9009 -6.9648 1.8418
H -1.7529 0.2983 0.0241
H 0.8914 -4.3538 2.5835
H -3.9913 -6.3455 3.0851
H -0.6828 -0.9304 -5.8138
H 2.4542 5.2258 -0.7854
H 0.2446 0.6636 2.5764
H 5.1564 1.9856 -3.2391
H -1.4094 8.1108 -0.8570
H -2.1728 -5.0053 3.9740
H -3.7046 -2.6434 0.4857
H -4.4362 -5.1128 1.0824
H -7.1928 -2.1043 -0.1049
H 2.0267 1.0335 6.6015
H -4.2598 -1.6903 1.9086
```

Relative energy (zero: lowest compared OMol25 entry of this formula, charge and spin) = 0.000 eV
E_LUMO = 0.03 eV
HOMO-LUMO gap = 0.302 hartree
Maximum force = 2.1 eV Å⁻¹

---

Number 1: HOMO energy -8.55 eV, electronic energy -3080.31208 Ha. Number 2: HOMO energy -9.01 eV, electronic energy -2477.76978 Ha. Number 3: HOMO energy -8.18 eV, electronic energy -3227.76009 Ha.